Density functional theory data (the ωB97M-V functional and the def2-TZVPD basis) for a molecular structure, C17H14ErN5O2S at a distorted geometry.

Properties
- F_max (eV Å⁻¹) = 4.267
- HOMO energy (spin up / spin down) (eV) = -12.999 / -12.999

```
! RIJCOSX wB97M-V def2-TZVPD def2/J DEFGRID3
* xyz 2 4
Er -1.17 -0.80 -0.62
O 1.76 4.21 0.30
C 2.66 3.22 0.28
C 4.06 3.51 0.30
C 4.92 2.46 0.34
C 4.49 1.14 0.24
C 3.12 0.86 0.09
C 2.19 1.89 0.21
C 0.71 1.53 0.06
O 0.52 0.31 -0.43
N -0.30 2.27 0.38
N -1.42 1.44 0.21
C -2.59 1.99 0.12
C -3.75 1.10 -0.16
C -4.99 1.60 -0.29
C -6.14 0.77 -0.33
C -5.89 -0.61 -0.31
C -4.57 -1.05 -0.22
N -3.52 -0.24 -0.20
H 2.24 5.03 0.58
H 4.41 4.54 0.34
H 6.01 2.59 0.37
H 5.19 0.32 0.29
H 2.88 -0.21 -0.10
H -2.73 3.12 0.12
H -5.18 2.60 -0.18
H -7.13 1.20 -0.44
H -6.66 -1.32 -0.38
H -4.39 -2.11 -0.16
S -1.57 -2.96 0.73
C 0.06 -3.36 0.27
N 0.80 -4.41 0.85
C 2.04 -4.73 0.36
C 2.54 -3.96 -0.67
C 1.86 -2.82 -1.05
N 0.57 -2.50 -0.60
H 0.24 -4.95 1.53
H 2.78 -5.44 0.91
H 3.48 -4.11 -1.15
H 2.46 -2.11 -1.60
*
```

---

Density functional theory data (the ωB97M-V functional and the def2-TZVPD basis) for a molecular structure, C2H2LiO2Rb at a distorted geometry.

Properties
- F_max (eV Å⁻¹) = 5.074
- HOMO energy (spin up / spin down) (eV) = -9.589 / -10.571

```
! RIJCOSX wB97M-V def2-TZVPD def2/J DEFGRID3
* xyz 1 2
H 1.05 -0.20 1.13
O -1.32 -0.17 0.05
C -0.46 0.72 0.40
C 0.71 0.95 -0.27
O 1.47 -0.18 0.02
Li -3.10 -0.36 0.20
Rb 0.44 -2.68 -1.31
H 1.20 1.93 -0.22
*
```

---

Density functional theory data (the ωB97M-V functional and the def2-TZVPD basis) for 12 unconnected molecules or ions with the total composition C62H158N10O2 at a distorted geometry.

Properties
- F_max (eV Å⁻¹) = 2.595
- HOMO energy (eV) = -7.889
- SMILES string = CCN(CC)CC.CCN(CC)CC.CCN(CC)CC.CCN(CC)CC.CCN(CC)CC.CCN(CC)CC.CCN(CC)CC.CCN(CC)CC.CCN(CC)CC.CCN(CC)CC.CO.CO

```
! RIJCOSX wB97M-V def2-TZVPD def2/J DEFGRID3
* xyz 0 1
C -5.44 -2.40 6.43
C -5.73 -1.51 5.16
N -5.74 -2.39 4.01
C -4.43 -3.03 3.73
C -3.32 -1.98 3.47
C -6.28 -1.68 2.84
C -6.63 -2.62 1.64
H -6.04 -3.31 6.46
H -5.68 -1.90 7.37
H -4.38 -2.63 6.51
H -6.77 -1.21 5.31
H -5.05 -0.67 5.06
H -4.11 -3.68 4.54
H -4.44 -3.72 2.88
H -3.53 -1.30 2.64
H -3.13 -1.52 4.44
H -2.45 -2.60 3.24
H -5.62 -0.91 2.44
H -7.21 -1.22 3.19
H -5.76 -2.94 1.08
H -7.31 -2.11 0.96
H -7.17 -3.53 1.92
C -1.61 -2.23 -6.28
C -0.64 -1.47 -5.35
N 0.32 -0.56 -6.05
C 1.31 0.02 -5.19
C 2.33 -0.98 -4.55
C -0.42 0.44 -6.92
C -1.28 1.45 -6.16
H -1.02 -2.82 -6.98
H -2.25 -1.52 -6.80
H -2.23 -2.89 -5.67
H -1.15 -0.91 -4.56
H -0.08 -2.23 -4.81
H 1.91 0.65 -5.84
H 0.83 0.69 -4.48
H 2.91 -1.50 -5.32
H 2.93 -0.46 -3.81
H 1.82 -1.77 -4.00
H -0.97 -0.12 -7.67
H 0.24 0.96 -7.62
H -1.74 2.17 -6.84
H -0.73 2.04 -5.42
H -2.11 0.98 -5.64
C -4.28 -1.99 -2.65
C -5.48 -1.14 -2.32
N -5.17 0.13 -1.63
C -4.80 0.04 -0.22
C -4.92 1.36 0.56
C -4.14 0.95 -2.33
C -4.54 1.30 -3.72
H -3.63 -2.27 -1.82
H -3.73 -1.57 -3.48
H -4.64 -2.92 -3.09
H -6.02 -0.87 -3.23
H -6.23 -1.68 -1.75
H -5.54 -0.69 0.10
H -3.81 -0.42 -0.10
H -5.07 1.11 1.61
H -3.97 1.87 0.50
H -5.70 2.01 0.17
H -3.16 0.49 -2.25
H -4.03 1.90 -1.80
H -5.43 1.91 -3.81
H -4.48 0.44 -4.39
H -3.71 1.91 -4.07
C 2.79 5.44 0.04
C 1.71 6.40 -0.31
N 2.04 7.22 -1.50
C 3.00 8.33 -1.23
C 3.63 8.92 -2.49
C 0.82 7.75 -2.10
C 0.06 6.61 -2.86
H 3.66 5.90 0.50
H 3.11 4.86 -0.83
H 2.50 4.70 0.78
H 0.84 5.79 -0.50
H 1.45 7.03 0.54
H 3.84 8.02 -0.61
H 2.50 9.12 -0.68
H 3.99 8.16 -3.17
H 4.46 9.59 -2.26
H 3.02 9.49 -3.19
H 0.15 8.23 -1.39
H 1.07 8.53 -2.82
H 0.69 5.92 -3.42
H -0.54 6.06 -2.13
H -0.63 7.04 -3.58
C -3.08 0.74 6.85
C -3.68 2.10 6.58
N -2.81 3.01 5.82
C -1.58 3.41 6.55
C -1.80 3.99 7.92
C -2.51 2.44 4.51
C -2.10 3.49 3.51
H -2.68 0.16 6.03
H -3.77 0.14 7.45
H -2.19 0.89 7.47
H -4.66 1.98 6.12
H -3.87 2.56 7.55
H -0.89 2.57 6.63
H -1.00 4.16 6.02
H -2.10 3.18 8.60
H -0.88 4.45 8.27
H -2.59 4.73 7.85
H -3.38 1.90 4.15
H -1.72 1.69 4.61
H -2.92 4.20 3.39
H -2.03 3.08 2.50
H -1.18 4.01 3.78
C 6.53 0.31 -2.39
C 5.39 0.83 -3.23
N 5.47 2.21 -3.78
C 6.58 2.50 -4.73
C 6.44 1.74 -6.10
C 4.18 2.66 -4.23
C 3.28 2.95 -3.03
H 6.25 -0.66 -1.98
H 6.72 0.96 -1.53
H 7.35 0.23 -3.09
H 5.27 0.12 -4.05
H 4.55 0.73 -2.54
H 6.69 3.57 -4.88
H 7.54 2.24 -4.26
H 6.07 0.72 -5.98
H 5.80 2.27 -6.80
H 7.40 1.62 -6.60
H 3.71 1.98 -4.93
H 4.32 3.59 -4.79
H 2.53 3.71 -3.24
H 3.84 3.19 -2.13
H 2.74 2.03 -2.78
C 1.82 -4.18 3.44
C 1.55 -3.99 2.00
N 2.63 -4.46 1.10
C 3.87 -3.83 1.45
C 4.95 -3.99 0.42
C 2.83 -5.92 1.06
C 1.62 -6.69 0.55
H 2.02 -5.22 3.69
H 0.94 -3.84 3.99
H 2.66 -3.63 3.86
H 0.59 -4.42 1.72
H 1.35 -2.92 1.87
H 3.84 -2.75 1.59
H 4.23 -4.23 2.40
H 5.49 -4.91 0.64
H 4.64 -3.95 -0.62
H 5.75 -3.25 0.52
H 3.15 -6.31 2.03
H 3.56 -6.21 0.31
H 0.73 -6.81 1.17
H 1.93 -7.70 0.25
H 1.22 -6.19 -0.33
C -3.02 -5.40 -4.12
C -2.07 -5.07 -3.02
N -2.58 -5.38 -1.71
C -2.98 -6.81 -1.48
C -1.72 -7.70 -1.47
C -1.81 -4.81 -0.59
C -2.62 -4.61 0.69
H -2.64 -4.94 -5.04
H -4.05 -5.08 -4.00
H -3.08 -6.47 -4.35
H -1.12 -5.59 -3.18
H -1.80 -4.01 -3.02
H -3.81 -7.12 -2.12
H -3.41 -6.89 -0.48
H -1.14 -7.66 -0.55
H -1.07 -7.47 -2.32
H -2.14 -8.70 -1.58
H -0.93 -5.43 -0.41
H -1.33 -3.90 -0.94
H -3.52 -4.01 0.56
H -2.95 -5.57 1.09
H -2.03 -4.14 1.47
C 1.72 2.14 4.96
C 3.18 1.87 5.21
N 3.98 1.72 3.95
C 4.08 3.06 3.32
C 4.84 3.02 2.00
C 5.28 1.13 4.26
C 5.20 -0.32 4.68
H 1.51 3.07 4.43
H 1.15 2.15 5.89
H 1.32 1.32 4.37
H 3.65 2.61 5.85
H 3.06 0.92 5.72
H 3.11 3.47 3.04
H 4.56 3.73 4.03
H 4.38 2.35 1.28
H 4.86 4.01 1.54
H 5.87 2.70 2.13
H 5.71 1.70 5.08
H 5.90 1.15 3.36
H 4.59 -0.42 5.57
H 6.17 -0.77 4.89
H 4.69 -0.96 3.96
C -0.13 -0.26 2.54
C -0.62 0.70 1.49
N -0.10 0.33 0.18
C -0.73 -0.87 -0.35
C -0.60 -1.07 -1.83
C 1.38 0.28 0.04
C 1.89 1.70 0.27
H 0.96 -0.27 2.62
H -0.35 -1.31 2.35
H -0.47 0.04 3.53
H -1.71 0.65 1.59
H -0.40 1.71 1.83
H -0.45 -1.77 0.19
H -1.80 -0.72 -0.17
H -0.97 -0.19 -2.36
H 0.40 -1.36 -2.16
H -1.34 -1.80 -2.16
H 1.68 -0.01 -0.97
H 1.87 -0.54 0.56
H 1.22 2.45 -0.14
H 2.84 1.86 -0.25
H 1.93 1.91 1.34
C -0.72 3.03 -2.47
O -1.32 2.44 -1.34
H -1.41 3.73 -2.94
H 0.16 3.57 -2.14
H -0.37 2.28 -3.18
H -0.69 1.83 -0.95
C 2.03 -4.51 -2.46
O 2.04 -3.47 -1.49
H 1.14 -5.14 -2.42
H 2.12 -4.08 -3.46
H 2.80 -5.23 -2.22
H 2.36 -3.74 -0.63
*
```

---

Density functional theory data (the ωB97M-V functional and the def2-TZVPD basis) for a molecular structure, C32H85O11Zn at a distorted geometry.

Properties
- F_max (eV Å⁻¹) = 2.613
- HOMO energy (eV) = -11.190

```
! RIJCOSX wB97M-V def2-TZVPD def2/J DEFGRID3
* xyz 1 1
Zn 1.49 -2.27 -0.64
C 0.35 0.96 1.67
C -0.30 0.10 0.65
O 0.60 -0.72 -0.03
H 1.02 0.32 2.29
H -0.26 1.38 2.47
H 1.00 1.77 1.34
H -0.77 0.70 -0.16
H -1.05 -0.52 1.16
C 2.50 -0.84 -4.84
C 2.76 -1.74 -3.65
C 4.20 -1.69 -3.26
O 2.02 -1.21 -2.47
H 1.41 -0.70 -5.00
H 2.80 -1.38 -5.75
H 2.92 0.15 -4.77
H 2.40 -2.75 -3.81
H 4.82 -2.09 -4.07
H 4.38 -2.39 -2.43
H 4.55 -0.74 -2.89
H 1.83 -0.26 -2.69
C -3.55 3.69 0.44
C -3.58 2.75 -0.79
C -5.05 2.62 -1.26
O -2.78 3.34 -1.78
H -4.14 3.29 1.26
H -3.87 4.69 0.18
H -2.50 3.71 0.79
H -3.24 1.76 -0.47
H -5.52 1.87 -0.61
H -5.14 2.33 -2.31
H -5.67 3.51 -1.12
H -2.57 2.66 -2.45
C -1.76 -2.74 -3.51
C -1.37 -2.38 -2.09
C -2.47 -2.56 -1.09
O -0.15 -3.12 -1.68
H -2.28 -3.70 -3.62
H -0.96 -2.55 -4.24
H -2.51 -2.00 -3.82
H -1.06 -1.33 -2.14
H -2.26 -1.98 -0.19
H -2.53 -3.59 -0.71
H -3.41 -2.25 -1.52
H -0.10 -3.95 -2.17
C 3.85 3.76 4.08
C 4.52 3.76 2.72
C 3.53 3.26 1.68
O 4.95 5.06 2.23
H 3.85 2.74 4.48
H 2.83 4.16 4.07
H 4.41 4.28 4.87
H 5.38 3.08 2.73
H 4.01 3.17 0.70
H 2.55 3.73 1.70
H 3.31 2.20 1.89
H 5.45 5.43 2.99
C 1.01 3.88 -1.96
C 1.23 2.90 -3.07
C 2.49 3.08 -3.86
O 1.33 1.53 -2.55
H 0.17 3.60 -1.33
H 0.75 4.87 -2.34
H 1.91 4.00 -1.34
H 0.31 2.94 -3.66
H 2.61 2.28 -4.57
H 3.31 3.06 -3.14
H 2.52 4.04 -4.37
H 0.65 1.28 -1.90
C 1.00 -1.56 6.25
C 1.06 -0.14 5.76
C -0.28 0.26 5.09
O 1.26 0.77 6.87
H 0.15 -1.68 6.93
H 1.88 -1.73 6.87
H 0.88 -2.27 5.44
H 1.83 0.03 5.01
H -0.31 1.32 4.86
H -1.11 -0.06 5.73
H -0.54 -0.25 4.14
H 0.62 0.61 7.58
C -3.64 1.47 -5.08
C -2.19 1.14 -5.08
C -1.33 1.80 -6.12
O -1.71 1.50 -3.72
H -4.17 0.91 -4.30
H -4.18 1.28 -6.01
H -3.84 2.51 -4.80
H -2.09 0.05 -5.18
H -1.28 2.88 -6.14
H -1.78 1.54 -7.10
H -0.35 1.32 -6.13
H -0.79 1.18 -3.63
C -0.89 -5.09 1.62
C -0.41 -3.67 1.56
C -0.52 -2.97 2.86
O 0.97 -3.57 1.08
H -0.23 -5.63 2.34
H -0.80 -5.67 0.71
H -1.85 -5.12 2.14
H -1.00 -3.22 0.77
H 0.28 -3.33 3.53
H -1.42 -3.13 3.46
H -0.30 -1.90 2.78
H 1.56 -4.13 1.60
C -3.95 -2.06 2.61
C -5.45 -2.32 2.35
C -5.66 -2.86 0.92
O -5.89 -3.38 3.32
H -3.85 -1.56 3.57
H -3.54 -1.34 1.90
H -3.40 -3.00 2.51
H -5.99 -1.41 2.58
H -5.27 -2.08 0.25
H -6.72 -3.05 0.77
H -5.12 -3.79 0.73
H -5.18 -4.03 3.35
C 3.29 -0.71 2.40
C 3.61 -0.42 0.92
C 5.08 -0.03 0.68
O 3.33 -1.70 0.13
H 3.20 0.26 2.89
H 4.09 -1.24 2.92
H 2.37 -1.28 2.39
H 2.90 0.33 0.58
H 5.43 0.58 1.52
H 5.28 0.63 -0.16
H 5.75 -0.90 0.65
H 4.06 -2.32 0.28
*
```

---

Density functional theory data (the ωB97M-V functional and the def2-TZVPD basis) for C10H18N2O in the gas phase at a distorted geometry.

Properties
- F_max (eV Å⁻¹) = 4.485
- HOMO energy (eV) = -7.306
- SMILES string = C=C(C)[C@H](C)CCC1=[N+]([O-])CCN1

```
! RIJCOSX wB97M-V def2-TZVPD def2/J DEFGRID3
* xyz 0 1
C 0.69 -0.52 -2.07
C 1.32 -0.43 -0.91
C 1.79 -1.71 -0.29
C 1.76 0.90 -0.31
C 3.24 0.95 0.21
C 0.81 1.12 0.92
C -0.62 1.77 0.80
C -1.60 0.68 0.48
N -2.44 0.52 -0.51
O -2.63 1.34 -1.49
C -3.29 -0.64 -0.43
C -2.70 -1.33 0.83
N -1.70 -0.39 1.38
H 0.30 -1.40 -2.49
H 0.47 0.32 -2.82
H 2.05 -1.50 0.84
H 2.67 -2.07 -0.69
H 1.15 -2.64 -0.46
H 1.51 1.76 -0.91
H 3.51 1.96 0.17
H 3.85 0.40 -0.36
H 3.46 0.74 1.17
H 1.24 1.78 1.62
H 0.74 0.01 1.34
H -0.72 2.23 1.76
H -0.86 2.56 0.05
H -4.29 -0.39 -0.22
H -3.25 -1.07 -1.43
H -3.39 -1.64 1.55
H -2.13 -2.29 0.69
H -0.95 -1.01 1.60
*
```

---

Density functional theory data (the ωB97M-V functional and the def2-TZVPD basis) for C11H10ClPS in the gas phase at a distorted geometry.

Properties
- F_max (eV Å⁻¹) = 5.058
- HOMO energy (eV) = -8.045
- SMILES string = Clp1cccc1SCc1ccccc1

```
! RIJCOSX wB97M-V def2-TZVPD def2/J DEFGRID3
* xyz 0 1
Cl -0.04 -4.94 2.49
P -1.53 -3.72 2.22
C -1.33 -2.52 3.56
C -0.83 -1.33 3.09
C -0.50 -1.24 1.68
C -0.81 -2.50 1.03
S -0.75 -2.83 -0.74
C 0.66 -1.73 -1.14
C 0.29 -0.27 -1.31
C -0.82 0.30 -1.90
C -1.10 1.65 -1.78
C -0.19 2.48 -1.16
C 1.09 2.00 -0.87
C 1.32 0.63 -0.95
H -1.68 -2.87 4.61
H -0.63 -0.30 3.57
H -0.09 -0.35 1.14
H 0.89 -2.24 -2.10
H 1.33 -1.86 -0.20
H -1.52 -0.31 -2.45
H -2.06 1.90 -1.99
H -0.37 3.59 -1.26
H 1.82 2.71 -0.39
H 2.28 0.10 -0.67
*
```

---

Density functional theory data (the ωB97M-V functional and the def2-TZVPD basis) for C5H8O in the gas phase.

Properties
- F_max (eV Å⁻¹) = 0.581
- HOMO energy (eV) = -9.440
- SMILES string = C[C@H]1CCC1=O

```
! RIJCOSX wB97M-V def2-TZVPD def2/J DEFGRID3
* xyz 0 1
C -0.03 1.52 1.04
C -0.34 0.49 -0.02
C 0.75 -0.19 -0.90
C -0.01 -1.54 -0.79
C -0.68 -0.93 0.44
O -1.09 -1.37 1.48
H -0.89 1.63 1.71
H 0.83 1.21 1.65
H 0.19 2.50 0.61
H -1.15 0.84 -0.67
H 0.90 0.21 -1.91
H 1.71 -0.23 -0.38
H -0.74 -1.67 -1.60
H 0.55 -2.47 -0.65
*
```

---

Density functional theory data (the ωB97M-V functional and the def2-TZVPD basis) for 2 unconnected molecules or ions with the total composition C7H11N4 at a distorted geometry.

Properties
- F_max (eV Å⁻¹) = 4.463
- HOMO energy (spin up / spin down) (eV) = -11.797 / -11.051

```
! RIJCOSX wB97M-V def2-TZVPD def2/J DEFGRID3
* xyz 1 1
C 3.20 -1.39 -0.22
C 3.89 -0.34 0.61
C 1.95 -0.94 -0.50
C 2.95 0.64 0.81
C -2.27 -1.17 -1.06
C -2.74 1.08 -0.60
C -2.49 0.30 0.69
N 1.78 0.28 0.14
N -2.49 -0.04 -1.60
N -2.19 -1.11 0.25
N 0.65 0.96 0.05
H 3.49 -2.41 -0.28
H 4.80 -0.57 1.14
H 1.12 -1.35 -1.05
H 2.96 1.68 1.23
H -3.78 1.34 -0.71
H -2.26 1.99 -0.81
H -1.48 0.76 1.18
H -3.31 0.32 1.56
H -2.41 0.21 -2.56
H -2.06 -1.93 0.88
H 0.71 1.69 0.86
*
```